# C7H6F2O

C7H6F2O in the gas phase in a non-equilibrium geometry (ωB97M-V with the def2-TZVPD basis set, the OMol25 dataset).

As for the spin multiplicity: 1. For the maximum force, the calculation gives 3.5 eV/Å. As for the orbital gap (spin up / spin down): 8.21 / 8.14 eV.

Each line ends with the Löwdin charge.
Element x y z (Å)
C 0.731 -1.446 0.751  -0.009
C -0.164 -0.709 1.369  -0.025
C 1.466 0.175 -1.143  0.103
C 1.269 -1.045 -0.621  -0.320
C -0.807 0.364 0.577  -0.450
C -1.938 -0.034 -0.337  -0.122
C -0.001 1.600 0.280  0.011
O -2.211 0.676 0.796  0.078
F 1.622 -2.134 -1.364  0.026
F -2.348 0.411 -1.580  0.048
H 0.920 -2.543 0.857  0.133
H -0.590 -0.884 2.325  0.118
H 1.546 0.222 -2.225  0.075
H 0.777 1.738 1.119  0.135
H -0.831 2.333 0.001  0.128
H 0.559 1.277 -0.805  0.072